A single C23H23BrN4O3 molecule. Source: OMol25; level of theory: wB97M-V/def2-TZVPD.

* relative energy (zero: lowest compared OMol25 entry of this formula, charge and spin): 20.8 kJ/mol
* strongest force on any atom: 0.70 eV/Å
* gap between HOMO and LUMO: 0.309 Eh
* E_HOMO: -8.29 eV
* SMILES: COc1ccccc1C(=O)N/C(=C/c1ccc(Br)cc1)C(=O)NCCCn1ccnc1

Each atom is followed by the atoms it is bonded to, with distances in Å.
Element x y z (Å)
1 C 0.5085 3.3922 3.3283  O2 1.414, H32 1.090, H33 1.094, H34 1.093
2 O 0.7703 2.1553 2.6955  C1 1.414, C3 1.346
3 C 1.8291 1.4218 3.0874  O2 1.346, C4 1.395, C8 1.410
4 C 2.6409 1.7304 4.1784  C3 1.395, C5 1.382, H35 1.078
5 C 3.6933 0.9058 4.5291  C4 1.382, C6 1.384, H36 1.080
6 C 3.9617 -0.2443 3.8066  C5 1.384, C7 1.382, H37 1.079
7 C 3.1610 -0.5684 2.7281  C6 1.382, C8 1.391, H38 1.081
8 C 2.0957 0.2454 2.3575  C3 1.410, C7 1.391, C9 1.483
9 C 1.2829 -0.0875 1.1621  C8 1.483, O10 1.212, N11 1.374
10 O 0.8744 0.7181 0.3534  C9 1.212
11 N 1.0129 -1.4285 1.0323  C9 1.374, C12 1.386, H39 1.011
12 C 0.3444 -1.9763 -0.0518  N11 1.386, C13 1.343, C21 1.513
13 C -0.2083 -3.1979 0.0267  C12 1.343, C14 1.453, H40 1.085
14 C -0.8992 -3.9235 -1.0253  C13 1.453, C15 1.398, C20 1.397
15 C -1.8691 -4.8632 -0.6622  C14 1.398, C16 1.380, H41 1.080
16 C -2.5689 -5.5762 -1.6141  C15 1.380, C17 1.385, H42 1.079
17 C -2.2900 -5.3640 -2.9538  C16 1.385, Br18 1.906, C19 1.385
18 Br -3.2522 -6.3404 -4.2781  C17 1.906
19 C -1.3139 -4.4624 -3.3439  C17 1.385, C20 1.381, H43 1.079
20 C -0.6228 -3.7501 -2.3838  C14 1.397, C19 1.381, H44 1.077
21 C 0.3395 -1.1352 -1.3100  C12 1.513, O22 1.212, N23 1.350
22 O 1.3335 -0.9897 -1.9878  C21 1.212
23 N -0.8878 -0.6835 -1.6432  C21 1.350, C24 1.445, H45 1.008
24 C -1.1592 0.0755 -2.8422  N23 1.445, C25 1.529, H46 1.092, H47 1.096
25 C -1.5880 1.5095 -2.5288  C24 1.529, C26 1.536, H48 1.093, H49 1.091
26 C -0.3972 2.3613 -2.0648  C25 1.536, N27 1.436, H50 1.094, H51 1.091
27 N -0.8195 3.4469 -1.2246  C26 1.436, C28 1.366, C31 1.350
28 C -1.3872 4.6320 -1.5972  N27 1.366, C29 1.365, H52 1.071
29 C -1.6628 5.2977 -0.4376  C28 1.365, N30 1.360, H53 1.072
30 N -1.2832 4.5466 0.6310  C29 1.360, C31 1.307
31 C -0.7886 3.4475 0.1250  N27 1.350, N30 1.307, H54 1.071
32 H -0.2996 3.8499 2.7572  C1 1.090
33 H 0.1971 3.2453 4.3671  C1 1.094
34 H 1.3838 4.0462 3.2947  C1 1.093
35 H 2.4546 2.6203 4.7577  C4 1.078
36 H 4.3111 1.1689 5.3747  C5 1.080
37 H 4.7909 -0.8790 4.0771  C6 1.079
38 H 3.3879 -1.4455 2.1390  C7 1.081
39 H 1.2394 -2.0467 1.7996  N11 1.011
40 H -0.1640 -3.7105 0.9818  C13 1.085
41 H -2.0847 -5.0276 0.3836  C15 1.080
42 H -3.3213 -6.2924 -1.3215  C16 1.079
43 H -1.0902 -4.3245 -4.3906  C19 1.079
44 H 0.1594 -3.0780 -2.6945  C20 1.077
45 H -1.6423 -0.7880 -0.9838  N23 1.008
46 H -0.2399 0.0721 -3.4315  C24 1.092
47 H -1.9480 -0.4350 -3.4066  C24 1.096
48 H -2.3388 1.4885 -1.7342  C25 1.093
49 H -2.0514 1.9507 -3.4127  C25 1.091
50 H 0.1443 2.7554 -2.9293  C26 1.094
51 H 0.2814 1.7427 -1.4750  C26 1.091
52 H -1.5351 4.8976 -2.6240  C28 1.071
53 H -2.1059 6.2644 -0.3033  C29 1.072
54 H -0.3790 2.6302 0.6824  C31 1.071